49
Properties=species:S:1:pos:R:3:lowdin_charge:R:1 method="wB97M-V/def2-TZVPD" homo_ha=-0.2775 max_force_ev_per_a=16.85 relative_energy_kcal_mol=448.76
O -0.83 -1.08 -2.45 0.164
C -0.22 -0.29 -1.90 -0.448
N -0.69 0.61 -1.00 -0.065
C 0.17 1.42 -0.24 -0.220
H 1.14 1.30 -0.66 0.100
H -0.01 2.52 -0.40 0.158
C 0.13 1.08 1.11 -0.037
N -1.48 0.92 1.46 -0.214
S -1.81 0.68 3.08 0.716
O -0.90 1.58 3.86 -0.324
O -1.86 -0.74 3.55 -0.306
C -3.36 1.41 3.18 -0.210
C -4.66 0.87 3.28 -0.139
C -5.74 1.46 3.59 -0.089
C -5.89 2.75 3.22 -0.192
C -4.56 3.67 3.01 -0.003
C -3.49 3.09 2.90 -0.020
H -2.48 3.56 2.77 0.124
H -4.86 4.59 2.99 0.056
F -6.91 3.50 3.38 0.146
H -6.70 0.84 3.63 0.159
H -4.23 -0.21 3.68 0.181
C -2.15 0.17 0.71 -0.372
H -3.10 0.38 0.94 0.084
C -2.09 0.38 -0.78 -0.017
H -2.56 0.00 -1.48 0.017
H -2.39 1.79 -1.09 0.226
H -1.95 -0.96 0.85 0.179
H 0.63 1.62 1.89 0.113
H 0.35 -0.02 1.32 0.160
C 1.35 -0.44 -2.18 -0.155
C 2.03 -1.60 -2.12 -0.001
C 3.44 -1.56 -2.32 -0.015
C 4.03 -0.40 -3.04 -0.041
C 3.34 0.74 -3.21 -0.095
C 2.02 0.70 -2.62 -0.079
H 1.29 1.55 -3.04 0.164
H 3.98 1.75 -3.47 0.168
H 5.13 -0.50 -3.17 0.114
N 4.35 -2.79 -2.08 -0.178
C 3.69 -3.82 -2.18 -0.050
C 4.95 -4.82 -1.90 -0.049
C 5.93 -4.12 -1.81 -0.099
C 5.53 -2.74 -1.99 -0.107
H 6.15 -2.06 -1.76 0.070
H 6.68 -4.42 -1.47 0.003
H 4.55 -5.83 -1.98 0.102
H 2.54 -4.04 -2.51 0.170
H 1.53 -2.48 -1.56 0.152